(1)
Formula: C12H30BF4KN2O4S
Source: the Open Molecules 2025 dataset
Level of theory: ωB97M-V/def2-TZVPD

The geometry in XYZ format:
```
55
Properties=species:S:1:pos:R:3
K -1.72 0.77 -0.67
S -4.73 0.23 0.78
O -3.73 0.83 1.64
O -4.09 -0.12 -0.48
O -5.45 -0.84 1.50
O -5.61 1.39 0.70
B -2.62 3.69 1.28
F -2.79 3.21 2.57
F -1.48 3.12 0.75
F -3.63 3.16 0.49
F -2.65 4.96 1.19
C 1.15 0.38 1.64
C 1.65 1.55 0.76
N 3.00 1.18 0.31
C 4.00 1.27 1.44
C 4.05 2.69 1.94
C 3.46 1.95 -0.89
C 2.71 1.54 -2.22
H 1.65 0.26 2.61
H 1.33 -0.62 1.24
H 0.07 0.45 1.77
H 0.95 1.62 -0.08
H 1.49 2.48 1.30
H 5.05 1.16 1.16
H 3.82 0.68 2.33
H 3.12 2.85 2.48
H 4.26 3.48 1.22
H 4.76 2.78 2.77
H 3.26 3.00 -0.68
H 4.51 1.78 -1.10
H 2.91 2.37 -2.89
H 3.12 0.60 -2.58
H 1.66 1.30 -2.04
C -1.98 -2.43 1.39
C -0.94 -2.97 0.52
N -1.04 -2.42 -0.87
C -2.41 -2.67 -1.48
C -2.55 -1.85 -2.77
C 0.05 -2.88 -1.80
C 1.35 -2.25 -1.43
H -2.02 -1.34 1.38
H -1.66 -2.80 2.36
H -3.02 -2.73 1.25
H 0.03 -2.62 0.88
H -0.98 -4.05 0.38
H -2.65 -3.74 -1.53
H -3.18 -2.23 -0.84
H -2.27 -2.48 -3.62
H -3.59 -1.56 -2.91
H -1.92 -0.96 -2.78
H -0.17 -2.93 -2.87
H 0.15 -3.95 -1.62
H 2.08 -2.29 -2.23
H 1.84 -2.76 -0.59
H 1.36 -1.22 -1.07
```

HOMO energy	0.794	eV
orbital gap	2.955	eV
net charge	-2
DFT total energy	-2308.3097	Eh
spin multiplicity	1


(2)
Formula: C28H17AsCl4N2O2PdS
Source: the Open Molecules 2025 dataset
Level of theory: ωB97M-V/def2-TZVPD

The geometry in XYZ format:
```
56
Properties=species:S:1:pos:R:3
Pd 0.87 -1.17 -1.45
Cl 3.97 4.74 1.20
C 3.41 3.09 1.16
C 3.66 2.24 2.21
Cl 4.55 2.80 3.60
C 3.18 0.92 2.16
Cl 3.55 -0.18 3.46
C 2.43 0.40 1.09
O 2.01 -0.81 1.04
C 2.14 1.32 -0.03
O 1.46 0.93 -1.04
C 2.67 2.62 0.06
Cl 2.38 3.67 -1.30
C -5.46 -1.28 2.83
C -4.42 -1.18 3.75
C -3.10 -1.18 3.30
C -2.79 -1.26 1.94
C -3.85 -1.36 1.04
C -5.16 -1.37 1.48
As -0.85 -1.18 1.48
C -1.13 -1.74 -0.38
C -1.45 -3.05 -0.78
C -2.05 -3.27 -2.00
C -2.32 -2.18 -2.86
C -2.01 -0.89 -2.48
C -1.42 -0.65 -1.22
C -1.31 0.67 -0.57
C -1.44 1.90 -1.21
C -1.23 3.07 -0.49
C -0.89 3.03 0.85
C -0.77 1.80 1.50
C -1.00 0.63 0.79
H -6.49 -1.28 3.17
H -4.63 -1.10 4.81
H -2.30 -1.11 4.02
H -3.64 -1.43 -0.02
H -5.97 -1.45 0.75
H -1.23 -3.88 -0.12
H -2.29 -4.27 -2.32
H -2.77 -2.37 -3.82
H -2.23 -0.06 -3.14
H -1.64 1.95 -2.27
H -1.28 4.03 -1.00
H -0.67 3.94 1.39
H -0.47 1.76 2.54
S 1.97 -3.07 -2.33
C 2.79 -1.56 -2.25
N 3.71 -1.33 -1.19
C 4.52 -0.25 -1.18
C 4.65 0.53 -2.28
C 3.81 0.19 -3.38
N 2.97 -0.79 -3.42
H 3.37 -1.66 -0.28
H 5.03 -0.06 -0.24
H 5.27 1.41 -2.28
H 3.87 0.79 -4.29
```

HOMO energy	-0.648	eV
ΔE to the lowest compared entry with this formula, charge and spin	17.4	kcal/mol
orbital gap	5.097	eV
net charge	-2
DFT total energy	-5939.8716	Eh
spin multiplicity	1


(3)
Formula: C3H7NO2
Source: the Open Molecules 2025 dataset
Level of theory: ωB97M-V/def2-TZVPD

The geometry in XYZ format:
```
13
Properties=species:S:1:pos:R:3
C -1.60 -0.53 -0.12
C -2.54 0.48 0.39
C 2.75 -0.15 -0.53
N 1.08 0.27 0.95
O -0.38 -0.58 0.05
O 2.02 -0.49 0.61
H -1.87 -1.39 -0.82
H -2.69 0.31 1.47
H -2.19 1.47 0.44
H -3.47 0.58 -0.19
H 2.89 -0.95 -1.22
H 3.75 0.19 -0.11
H 2.24 0.79 -0.93
```

HOMO energy	-7.263	eV
ΔE to the lowest compared entry with this formula, charge and spin	163.2	kcal/mol
orbital gap	8.124	eV
DFT total energy	-323.5209	Eh
spin multiplicity	1


Question: Which value of orbital gap does entry 1 give?
Answer: 2.955 eV


What did the first record say?
Formula: C12H30BF4KN2O4S
Source: the Open Molecules 2025 dataset
Level of theory: ωB97M-V/def2-TZVPD

The geometry in XYZ format:
```
55
Properties=species:S:1:pos:R:3
K -1.72 0.77 -0.67
S -4.73 0.23 0.78
O -3.73 0.83 1.64
O -4.09 -0.12 -0.48
O -5.45 -0.84 1.50
O -5.61 1.39 0.70
B -2.62 3.69 1.28
F -2.79 3.21 2.57
F -1.48 3.12 0.75
F -3.63 3.16 0.49
F -2.65 4.96 1.19
C 1.15 0.38 1.64
C 1.65 1.55 0.76
N 3.00 1.18 0.31
C 4.00 1.27 1.44
C 4.05 2.69 1.94
C 3.46 1.95 -0.89
C 2.71 1.54 -2.22
H 1.65 0.26 2.61
H 1.33 -0.62 1.24
H 0.07 0.45 1.77
H 0.95 1.62 -0.08
H 1.49 2.48 1.30
H 5.05 1.16 1.16
H 3.82 0.68 2.33
H 3.12 2.85 2.48
H 4.26 3.48 1.22
H 4.76 2.78 2.77
H 3.26 3.00 -0.68
H 4.51 1.78 -1.10
H 2.91 2.37 -2.89
H 3.12 0.60 -2.58
H 1.66 1.30 -2.04
C -1.98 -2.43 1.39
C -0.94 -2.97 0.52
N -1.04 -2.42 -0.87
C -2.41 -2.67 -1.48
C -2.55 -1.85 -2.77
C 0.05 -2.88 -1.80
C 1.35 -2.25 -1.43
H -2.02 -1.34 1.38
H -1.66 -2.80 2.36
H -3.02 -2.73 1.25
H 0.03 -2.62 0.88
H -0.98 -4.05 0.38
H -2.65 -3.74 -1.53
H -3.18 -2.23 -0.84
H -2.27 -2.48 -3.62
H -3.59 -1.56 -2.91
H -1.92 -0.96 -2.78
H -0.17 -2.93 -2.87
H 0.15 -3.95 -1.62
H 2.08 -2.29 -2.23
H 1.84 -2.76 -0.59
H 1.36 -1.22 -1.07
```

HOMO energy	0.794	eV
orbital gap	2.955	eV
net charge	-2
DFT total energy	-2308.3097	Eh
spin multiplicity	1


Copy entry 2 word for word.
Formula: C28H17AsCl4N2O2PdS
Source: the Open Molecules 2025 dataset
Level of theory: ωB97M-V/def2-TZVPD

The geometry in XYZ format:
```
56
Properties=species:S:1:pos:R:3
Pd 0.87 -1.17 -1.45
Cl 3.97 4.74 1.20
C 3.41 3.09 1.16
C 3.66 2.24 2.21
Cl 4.55 2.80 3.60
C 3.18 0.92 2.16
Cl 3.55 -0.18 3.46
C 2.43 0.40 1.09
O 2.01 -0.81 1.04
C 2.14 1.32 -0.03
O 1.46 0.93 -1.04
C 2.67 2.62 0.06
Cl 2.38 3.67 -1.30
C -5.46 -1.28 2.83
C -4.42 -1.18 3.75
C -3.10 -1.18 3.30
C -2.79 -1.26 1.94
C -3.85 -1.36 1.04
C -5.16 -1.37 1.48
As -0.85 -1.18 1.48
C -1.13 -1.74 -0.38
C -1.45 -3.05 -0.78
C -2.05 -3.27 -2.00
C -2.32 -2.18 -2.86
C -2.01 -0.89 -2.48
C -1.42 -0.65 -1.22
C -1.31 0.67 -0.57
C -1.44 1.90 -1.21
C -1.23 3.07 -0.49
C -0.89 3.03 0.85
C -0.77 1.80 1.50
C -1.00 0.63 0.79
H -6.49 -1.28 3.17
H -4.63 -1.10 4.81
H -2.30 -1.11 4.02
H -3.64 -1.43 -0.02
H -5.97 -1.45 0.75
H -1.23 -3.88 -0.12
H -2.29 -4.27 -2.32
H -2.77 -2.37 -3.82
H -2.23 -0.06 -3.14
H -1.64 1.95 -2.27
H -1.28 4.03 -1.00
H -0.67 3.94 1.39
H -0.47 1.76 2.54
S 1.97 -3.07 -2.33
C 2.79 -1.56 -2.25
N 3.71 -1.33 -1.19
C 4.52 -0.25 -1.18
C 4.65 0.53 -2.28
C 3.81 0.19 -3.38
N 2.97 -0.79 -3.42
H 3.37 -1.66 -0.28
H 5.03 -0.06 -0.24
H 5.27 1.41 -2.28
H 3.87 0.79 -4.29
```

HOMO energy	-0.648	eV
ΔE to the lowest compared entry with this formula, charge and spin	17.4	kcal/mol
orbital gap	5.097	eV
net charge	-2
DFT total energy	-5939.8716	Eh
spin multiplicity	1